Entry 1:
Molecular formula: C27H72AsF6O27S9
Method: DFT, ωB97M-V/def2-TZVPD

Cartesian coordinates (Å):
1 As -13.38 -11.03 8.87
2 F -13.95 -9.62 7.95
3 F -11.69 -10.81 8.42
4 F -12.98 -12.54 9.71
5 F -15.05 -11.24 9.39
6 F -13.46 -12.10 7.46
7 F -13.06 -10.12 10.31
8 O -15.01 -16.46 15.17
9 S -14.31 -15.66 14.19
10 O -14.51 -15.95 12.79
11 O -14.81 -14.11 14.50
12 C -14.04 -12.95 14.08
13 C -13.80 -13.01 12.58
14 C -12.50 -15.53 14.55
15 H -13.10 -12.92 14.64
16 H -14.60 -12.05 14.28
17 H -14.79 -13.04 12.12
18 H -13.20 -13.85 12.26
19 H -13.33 -12.09 12.24
20 H -12.43 -15.07 15.53
21 H -11.88 -15.11 13.76
22 H -12.18 -16.57 14.70
23 O -7.31 -11.10 3.11
24 S -8.43 -10.66 3.90
25 O -9.69 -11.32 3.92
26 O -7.89 -10.64 5.40
27 C -8.79 -10.55 6.51
28 C -8.53 -11.74 7.42
29 C -8.66 -8.85 3.65
30 H -9.86 -10.60 6.27
31 H -8.66 -9.53 6.86
32 H -8.65 -12.70 6.89
33 H -9.25 -11.89 8.23
34 H -7.48 -11.76 7.70
35 H -9.36 -8.82 2.82
36 H -7.65 -8.50 3.43
37 H -8.96 -8.47 4.62
38 O -18.47 -7.06 8.30
39 S -18.21 -8.44 7.98
40 O -19.30 -9.36 7.72
41 O -17.13 -8.47 6.78
42 C -17.74 -8.32 5.45
43 C -16.63 -8.48 4.40
44 C -17.18 -9.25 9.28
45 H -18.11 -7.29 5.50
46 H -18.52 -9.07 5.35
47 H -17.19 -8.24 3.49
48 H -16.34 -9.53 4.36
49 H -15.80 -7.80 4.53
50 H -17.49 -10.27 9.41
51 H -17.31 -8.57 10.13
52 H -16.14 -9.07 9.03
53 O -12.87 -15.74 7.42
54 S -12.26 -15.79 6.14
55 O -10.99 -16.44 5.94
56 O -13.24 -16.32 4.99
57 C -12.72 -16.75 3.74
58 C -12.51 -18.27 3.82
59 C -12.14 -14.08 5.52
60 H -11.79 -16.23 3.50
61 H -13.42 -16.50 2.94
62 H -13.46 -18.80 3.76
63 H -12.01 -18.63 4.71
64 H -11.90 -18.66 3.00
65 H -13.13 -13.68 5.30
66 H -11.67 -14.16 4.54
67 H -11.67 -13.40 6.23
68 O -15.19 -5.05 12.80
69 S -14.69 -6.15 12.03
70 O -13.32 -6.63 12.05
71 O -15.66 -7.46 12.16
72 C -15.07 -8.75 12.47
73 C -16.17 -9.63 12.97
74 C -15.17 -5.82 10.28
75 H -14.20 -8.62 13.12
76 H -14.64 -9.13 11.54
77 H -16.56 -9.65 13.99
78 H -15.75 -10.64 12.95
79 H -17.03 -9.69 12.30
80 H -15.63 -6.72 9.90
81 H -14.35 -5.53 9.63
82 H -15.82 -4.96 10.40
83 O -10.27 -7.53 6.87
84 S -10.36 -6.70 8.05
85 O -9.14 -6.31 8.73
86 O -11.33 -5.43 7.81
87 C -10.82 -4.46 6.88
88 C -10.01 -3.36 7.54
89 C -11.34 -7.63 9.24
90 H -11.71 -3.97 6.49
91 H -10.48 -4.84 5.91
92 H -9.16 -3.58 8.17
93 H -10.64 -2.83 8.27
94 H -9.80 -2.56 6.82
95 H -11.67 -7.01 10.07
96 H -10.80 -8.54 9.50
97 H -12.20 -8.01 8.68
98 O -15.81 -14.55 5.42
99 S -16.90 -13.91 6.09
100 O -18.25 -14.10 5.63
101 O -16.85 -14.25 7.68
102 C -15.50 -14.38 8.24
103 C -15.76 -14.83 9.66
104 C -16.58 -12.19 6.19
105 H -14.98 -13.42 8.20
106 H -14.93 -15.03 7.58
107 H -16.11 -13.98 10.25
108 H -14.92 -15.34 10.12
109 H -16.61 -15.52 9.68
110 H -15.59 -11.86 6.48
111 H -17.33 -11.61 6.74
112 H -16.74 -11.94 5.13
113 O -11.10 -6.84 4.13
114 S -12.52 -6.92 3.87
115 O -13.08 -6.21 2.77
116 O -12.93 -8.47 3.72
117 C -12.15 -9.51 4.37
118 C -13.17 -10.49 4.86
119 C -13.36 -6.57 5.42
120 H -11.57 -9.11 5.21
121 H -11.45 -9.74 3.58
122 H -13.75 -10.89 4.03
123 H -13.68 -10.10 5.75
124 H -12.59 -11.31 5.29
125 H -13.19 -7.45 6.04
126 H -14.34 -6.18 5.16
127 H -12.79 -5.76 5.87
128 O -11.53 -16.31 12.01
129 S -10.38 -15.79 11.37
130 O -9.22 -15.42 12.17
131 O -9.91 -16.84 10.22
132 C -8.68 -16.60 9.52
133 C -8.70 -17.40 8.26
134 C -11.08 -14.38 10.42
135 H -7.95 -17.05 10.19
136 H -8.39 -15.55 9.39
137 H -7.87 -17.18 7.58
138 H -9.58 -17.42 7.62
139 H -8.60 -18.47 8.46
140 H -11.13 -13.58 11.15
141 H -12.10 -14.66 10.17
142 H -10.44 -14.09 9.59

Results
HOMO-LUMO gap: 0.387 hartree
Charge: -1
Total energy: -259111.034 eV

Atom charges from the Löwdin analysis, given in e for atoms 1 to 8: 0.84, -0.26, -0.25, -0.25, -0.24, -0.27, -0.24, -0.29

Entry 2:
Molecular formula: C20H26AgN2O7S3
Method: DFT, ωB97M-V/def2-TZVPD

Cartesian coordinates (Å):
1 Ag -0.42 1.36 1.06
2 C -3.56 4.54 -1.31
3 N -3.30 4.16 0.06
4 C -4.41 3.52 0.74
5 C -2.08 3.75 0.48
6 O -1.94 3.15 1.54
7 C -0.87 4.18 -0.34
8 O 0.28 4.00 0.45
9 C 1.44 3.53 -0.20
10 C 2.08 2.46 0.69
11 O 1.62 2.23 1.81
12 N 3.20 1.85 0.25
13 C 3.74 0.74 1.00
14 C 3.70 1.95 -1.10
15 H -3.62 3.64 -1.93
16 H -2.78 5.19 -1.69
17 H -4.51 5.08 -1.34
18 H -5.34 3.87 0.30
19 H -4.37 3.76 1.80
20 H -4.33 2.43 0.62
21 H -0.94 5.24 -0.63
22 H -0.85 3.55 -1.23
23 H 2.14 4.36 -0.36
24 H 1.18 3.04 -1.15
25 H 3.07 0.52 1.83
26 H 4.73 0.99 1.39
27 H 3.81 -0.14 0.36
28 H 3.26 2.79 -1.62
29 H 3.46 1.04 -1.65
30 H 4.78 2.09 -1.07
31 O 0.84 -0.77 0.88
32 S 0.10 -1.50 -0.17
33 C -0.77 -2.80 0.75
34 C -1.74 -3.55 0.11
35 C -2.36 -4.59 0.78
36 C -2.01 -4.87 2.09
37 C -1.06 -4.09 2.74
38 C -0.45 -3.05 2.07
39 C 1.30 -2.86 -0.59
40 C 0.98 -3.68 -1.66
41 C 1.81 -4.74 -1.99
42 C 2.96 -4.97 -1.25
43 C 3.29 -4.13 -0.20
44 C 2.46 -3.07 0.13
45 H -2.03 -3.27 -0.90
46 H -3.12 -5.18 0.28
47 H -2.48 -5.70 2.61
48 H -0.81 -4.30 3.77
49 H 0.26 -2.40 2.56
50 H 0.09 -3.47 -2.23
51 H 1.55 -5.40 -2.81
52 H 3.60 -5.81 -1.51
53 H 4.19 -4.32 0.38
54 H 2.69 -2.40 0.93
55 O -1.77 -0.29 0.26
56 S -1.82 0.38 -1.09
57 O -2.32 -0.56 -2.07
58 O -2.59 1.62 -0.99
59 S 0.02 0.92 -1.64

Results
HOMO-LUMO gap: 0.259 hartree
Charge: -1
Total energy: -74980.318 eV

Atom charges from the Löwdin analysis, given in e for atoms 1 to 8: 0.74, -0.06, -0.15, -0.05, -0.47, 0.01, -0.14, -0.14

Entry 3:
Molecular formula: C37H97Br2N11O28
Method: DFT, ωB97M-V/def2-TZVPD

Cartesian coordinates (Å):
1 C 30.29 -9.62 12.54
2 N 31.18 -9.14 11.45
3 O 31.18 -9.87 10.43
4 O 31.91 -8.16 11.67
5 H 29.39 -10.05 12.09
6 H 30.02 -8.88 13.29
7 H 30.91 -10.39 12.99
8 C 31.11 -14.35 5.15
9 N 31.30 -15.18 6.37
10 O 32.43 -15.20 6.84
11 O 30.29 -15.75 6.78
12 H 31.99 -13.77 4.85
13 H 30.28 -13.68 5.35
14 H 30.65 -14.94 4.36
15 C 25.73 -14.30 7.52
16 N 24.73 -13.35 7.02
17 O 25.10 -12.19 6.83
18 O 23.67 -13.92 6.76
19 H 25.30 -15.21 7.10
20 H 25.86 -14.34 8.60
21 H 26.68 -14.20 7.00
22 C 30.72 -12.46 9.74
23 N 29.52 -13.40 9.60
24 O 28.93 -13.82 10.61
25 O 29.04 -13.61 8.50
26 H 30.95 -12.25 10.78
27 H 30.44 -11.57 9.17
28 H 31.47 -13.08 9.27
29 C 29.69 -12.57 17.32
30 N 30.53 -12.31 16.15
31 O 31.64 -12.87 16.06
32 O 30.00 -11.61 15.27
33 H 28.80 -12.05 16.99
34 H 30.28 -12.08 18.10
35 H 29.47 -13.64 17.34
36 C 34.11 -17.59 8.69
37 N 35.32 -18.22 9.37
38 O 35.97 -18.98 8.72
39 O 35.52 -17.96 10.49
40 H 33.87 -16.62 9.12
41 H 33.37 -18.39 8.80
42 H 34.32 -17.54 7.62
43 C 25.81 -12.48 12.41
44 N 26.50 -11.87 11.27
45 O 26.04 -12.09 10.19
46 O 27.55 -11.24 11.46
47 H 24.91 -11.91 12.63
48 H 26.38 -12.71 13.31
49 H 25.57 -13.49 12.09
50 C 26.47 -8.95 7.86
51 N 27.54 -9.03 8.87
52 O 27.46 -8.48 9.97
53 O 28.55 -9.67 8.66
54 H 26.88 -8.57 6.92
55 H 25.69 -8.29 8.23
56 H 26.32 -10.02 7.74
57 C 29.67 -16.82 9.94
58 N 30.07 -18.28 9.97
59 O 29.29 -19.14 10.21
60 O 31.29 -18.43 9.93
61 H 30.09 -16.22 9.13
62 H 30.00 -16.44 10.91
63 H 28.60 -16.70 9.81
64 C 25.62 -11.89 3.37
65 N 25.99 -13.12 4.18
66 O 27.21 -13.20 4.39
67 O 25.16 -13.97 4.37
68 H 25.76 -12.12 2.31
69 H 26.31 -11.10 3.66
70 H 24.54 -11.77 3.34
71 C 32.93 -14.89 13.27
72 N 32.56 -15.58 11.99
73 O 32.29 -14.93 11.03
74 O 32.51 -16.82 11.94
75 H 32.10 -14.23 13.52
76 H 33.88 -14.37 13.22
77 H 33.08 -15.77 13.89
78 Br 33.89 -11.92 11.68
79 C 35.10 -10.84 10.50
80 C 34.32 -9.73 9.75
81 Br 35.64 -8.81 8.52
82 H 35.59 -11.53 9.82
83 H 35.85 -10.36 11.14
84 H 33.90 -8.99 10.44
85 H 33.54 -10.32 9.26
86 C 26.95 -19.29 12.91
87 C 27.64 -18.71 14.13
88 O 28.14 -17.42 13.89
89 C 27.25 -16.35 14.29
90 C 28.09 -15.15 13.86
91 H 27.36 -18.95 11.96
92 H 26.98 -20.38 12.99
93 H 25.94 -18.89 12.91
94 H 26.96 -18.84 14.98
95 H 28.57 -19.18 14.43
96 H 26.22 -16.28 13.95
97 H 27.17 -16.23 15.37
98 H 29.11 -15.26 14.23
99 H 27.76 -14.21 14.29
100 H 28.17 -14.95 12.80
101 C 28.76 -17.20 3.38
102 C 28.83 -17.85 4.74
103 O 27.73 -18.71 4.87
104 C 27.82 -19.50 6.03
105 C 27.15 -18.93 7.28
106 H 29.50 -16.40 3.34
107 H 28.93 -17.96 2.61
108 H 27.85 -16.64 3.18
109 H 29.79 -18.31 4.97
110 H 28.62 -17.10 5.50
111 H 27.18 -20.37 5.86
112 H 28.82 -19.85 6.27
113 H 27.64 -18.04 7.68
114 H 27.34 -19.62 8.11
115 H 26.06 -18.94 7.19
116 C 30.54 -5.40 9.97
117 C 31.94 -5.18 9.42
118 O 31.93 -5.61 8.06
119 C 31.86 -7.05 7.86
120 C 32.42 -7.33 6.43
121 H 30.38 -6.48 9.93
122 H 30.27 -5.16 10.99
123 H 29.76 -4.99 9.33
124 H 32.05 -4.10 9.27
125 H 32.72 -5.55 10.08
126 H 32.63 -7.48 8.50
127 H 30.82 -7.39 7.90
128 H 33.39 -6.96 6.11
129 H 31.77 -7.07 5.60
130 H 32.48 -8.41 6.29
131 C 30.39 -10.69 5.99
132 C 30.78 -10.94 4.54
133 O 31.92 -10.19 4.32
134 C 32.42 -10.19 2.97
135 C 32.99 -11.56 2.64
136 H 29.46 -11.16 6.28
137 H 31.10 -11.17 6.66
138 H 30.39 -9.67 6.36
139 H 30.91 -12.01 4.40
140 H 29.94 -10.57 3.94
141 H 31.72 -9.76 2.26
142 H 33.28 -9.51 3.01
143 H 33.43 -11.69 1.65
144 H 32.21 -12.32 2.75
145 H 33.72 -11.77 3.42
146 C 36.29 -14.82 11.00
147 C 37.68 -14.32 10.67
148 O 37.55 -12.97 10.21
149 C 38.74 -12.35 9.82
150 C 38.47 -10.88 9.86
151 H 36.28 -15.83 11.42
152 H 35.93 -14.20 11.82
153 H 35.60 -14.70 10.17
154 H 38.42 -14.35 11.46
155 H 38.21 -14.82 9.86
156 H 39.49 -12.54 10.59
157 H 38.84 -12.75 8.82
158 H 37.68 -10.64 9.15
159 H 39.47 -10.54 9.60
160 H 38.26 -10.53 10.87
161 C 37.45 -11.89 5.94
162 C 36.74 -13.19 6.44
163 O 36.10 -13.74 5.33
164 C 35.55 -15.02 5.54
165 C 34.78 -15.70 4.43
166 H 38.30 -11.63 6.57
167 H 37.81 -12.08 4.93
168 H 36.61 -11.20 5.87
169 H 37.55 -13.82 6.79
170 H 36.24 -12.87 7.36
171 H 36.41 -15.64 5.79
172 H 35.02 -15.05 6.49
173 H 34.44 -16.66 4.83
174 H 35.33 -15.93 3.52
175 H 34.04 -15.07 3.94

Results
HOMO-LUMO gap: 0.315 hartree
Total energy: -253710.496 eV

Atom charges from the Löwdin analysis, given in e for atoms 1 to 8: 0.05, -0.36, -0.02, 0.05, 0.07, 0.11, 0.09, 0.05

Entry 4:
Molecular formula: C7H14N4
Method: DFT, ωB97M-V/def2-TZVPD

Cartesian coordinates (Å):
1 C -0.70 -1.79 -1.52
2 C -1.36 -0.64 -0.75
3 C -0.60 -0.13 0.56
4 C -0.99 1.51 0.73
5 C -1.42 -0.62 1.88
6 C 1.44 0.68 0.04
7 C 3.70 -0.49 0.31
8 H -1.49 -2.15 -2.33
9 H 0.47 -1.54 -1.65
10 H -0.73 -2.77 -0.82
11 H -1.24 0.05 -1.63
12 H -2.28 -0.90 -0.31
13 H -2.20 1.54 0.47
14 H -0.99 2.02 1.76
15 H -0.33 2.34 0.01
16 H -2.54 -0.10 2.02
17 H -0.71 -0.49 2.76
18 H -1.76 -1.79 1.89
19 H 1.69 1.90 -1.61
20 H 0.00 1.70 -1.01
21 H 3.16 0.94 -1.51
22 N 0.74 -0.28 0.69
23 N 1.10 1.91 -0.77
24 N 2.78 0.30 -0.29
25 N 4.27 -1.20 1.07

Results
HOMO-LUMO gap: 0.300 hartree
Total energy: -13437.783 eV

Atom charges from the Löwdin analysis, given in e for atoms 1 to 8: -0.15, -0.24, -0.58, -0.11, -0.09, -0.32, -0.32, 0.10

Entry 5:
Molecular formula: C6H12NO4S
Method: DFT, ωB97M-V/def2-TZVPD

Cartesian coordinates (Å):
1 C 2.03 0.98 -0.67
2 C 2.00 1.44 0.81
3 C 1.45 -0.39 -1.02
4 C 0.47 1.37 1.09
5 C -0.10 -0.35 -0.63
6 C -0.40 0.34 0.63
7 N -0.71 -1.66 -0.83
8 O -3.00 -0.37 -0.65
9 O -4.08 -0.53 1.53
10 O -2.55 -2.28 0.74
11 O -1.53 0.18 1.22
12 S -3.03 -0.85 0.67
13 H 1.37 1.64 -1.21
14 H 3.04 0.95 -1.03
15 H 2.56 0.96 1.61
16 H 2.34 2.43 0.79
17 H 1.57 -0.57 -2.03
18 H 1.69 -1.15 -0.35
19 H 0.33 1.38 2.17
20 H 0.08 2.44 1.01
21 H -0.58 0.34 -1.38
22 H 0.00 -2.34 -1.02
23 H -1.27 -1.73 -1.64
24 H -1.68 -2.26 0.21

Results
HOMO-LUMO gap: 0.374 hartree
Charge: +1
Total energy: -26922.528 eV

Atom charges from the Löwdin analysis, given in e for atoms 1 to 8: -0.16, -0.10, -0.08, -0.08, -0.25, -0.20, 0.07, -0.20

Question: Among the records above, which one has the highest HOMO-LUMO gap?
Answer: C27H72AsF6O27S9

Question: What is the formula in the fifth record?
Answer: C6H12NO4S

Question: Which of these has the highest total energy?
Answer: C7H14N4

Question: Which formula does entry 3 have?
Answer: C37H97Br2N11O28